The following is a DFT calculation (ωB97M-V with the def2-TZVPD basis set) of 2 unconnected molecules or ions with the total composition C7H12N2O in a non-equilibrium geometry.

Element x y z (Å)
C1 2.9601 0.4726 -2.0062
C2 2.9306 0.3209 -0.8152
C3 2.9275 0.1632 0.6215
C4 2.1548 -1.0394 1.0739
O1 3.4884 0.9417 1.3539
H1 2.9779 0.5942 -3.0499
H2 1.0897 -0.8605 0.8939
H3 2.3179 -1.2095 2.1349
H4 2.4469 -1.9159 0.4996
C5 -1.6007 -1.1266 1.5392
N1 -0.9905 -0.5223 0.6050
N2 -1.5195 0.4465 -0.1284
C6 -2.9253 0.7801 -0.0793
C7 -0.8239 0.7287 -1.3597
H5 -2.6354 -0.9757 1.8324
H6 -1.0286 -1.8455 2.0995
H7 -3.5571 -0.0457 -0.4302
H8 -3.2074 1.0285 0.9448
H9 -3.0958 1.6503 -0.7079
H10 0.2127 0.4173 -1.2523
H11 -1.2683 0.1969 -2.2097
H12 -0.8541 1.8006 -1.5598

Results
Structure (SMILES)   C#CC(C)=O.C=NN(C)C
HOMO energy   -8.4 eV
2S+1   1

natural (NBO) atomic charges, in units of e:
1 C -0.1713
2 C -0.1076
3 C 0.5111
4 C -0.7297
5 O -0.4948
6 H 0.2353
7 H 0.2815
8 H 0.2303
9 H 0.2291
10 C -0.2219
11 N -0.2244
12 N -0.2405
13 C -0.4420
14 C -0.4043
15 H 0.1578
16 H 0.1828
17 H 0.1871
18 H 0.2062
19 H 0.2150
20 H 0.2292
21 H 0.1759
22 H 0.1952